Entry from OMol25: a molecular structure, C48H50F6N3O5RuSTe (ωB97M-V/def2-TZVPD).

```
! RIJCOSX wB97M-V def2-TZVPD def2/J DEFGRID3
* xyz 0 6
Ru -0.494 1.806 -0.177
C 0.844 0.202 3.936
C 0.827 0.875 2.590
O -0.196 0.789 1.899
C 2.027 1.561 2.197
C 2.289 2.307 1.074
C 3.643 2.957 0.980
N 1.410 2.543 0.051
N 1.937 3.293 -0.906
C 1.033 3.694 -1.836
O -0.173 3.395 -1.805
C 1.564 4.566 -2.915
C 2.921 4.864 -3.009
C 3.380 5.678 -4.032
C 2.488 6.199 -4.960
C 1.135 5.905 -4.866
C 0.673 5.088 -3.847
H -0.122 -0.259 4.130
H 1.068 0.931 4.717
H 1.624 -0.562 3.957
H 2.836 1.510 2.913
H 4.240 2.702 1.852
H 3.531 4.039 0.915
H 4.159 2.639 0.075
H 3.601 4.456 -2.276
H 4.434 5.908 -4.106
H 2.849 6.837 -5.757
H 0.440 6.312 -5.589
H -0.376 4.840 -3.756
C -0.641 -1.556 -2.531
C -0.323 -0.229 -1.898
O -0.843 0.792 -2.420
N 0.438 -0.010 -0.833
Te 1.219 -1.784 0.531
C 1.259 -3.780 1.405
C 0.066 -4.436 1.712
C -1.297 -3.875 1.388
C 0.117 -5.696 2.307
C 1.319 -6.312 2.610
C 1.362 -7.665 3.268
C 2.495 -5.630 2.317
C 2.492 -4.372 1.728
C 3.819 -3.710 1.461
C 2.329 -2.405 -1.175
C 3.383 -1.589 -1.610
C 3.690 -0.256 -0.984
C 4.167 -2.013 -2.675
C 3.944 -3.222 -3.318
C 4.796 -3.653 -4.480
C 2.887 -4.004 -2.881
C 2.062 -3.618 -1.827
C 0.925 -4.547 -1.485
H -1.129 -1.372 -3.483
H -1.318 -2.107 -1.872
H 0.253 -2.156 -2.681
H -1.283 -2.799 1.216
H -1.998 -4.080 2.198
H -1.698 -4.345 0.486
H -0.814 -6.204 2.536
H 0.378 -8.133 3.272
H 1.699 -7.582 4.303
H 2.055 -8.330 2.751
H 3.448 -6.087 2.564
H 4.607 -4.199 2.033
H 3.803 -2.653 1.732
H 4.082 -3.766 0.404
H 3.640 -0.300 0.104
H 2.960 0.491 -1.307
H 4.685 0.082 -1.271
H 4.984 -1.380 -3.005
H 5.761 -3.148 -4.470
H 4.306 -3.415 -5.426
H 4.971 -4.729 -4.461
H 2.681 -4.945 -3.379
H 1.259 -5.368 -0.848
H 0.515 -4.975 -2.401
H 0.121 -4.033 -0.964
O -2.317 0.829 -0.155
S -3.653 1.574 -0.034
C -4.715 0.417 -0.917
C -4.236 0.044 -2.170
C -4.999 -0.810 -2.949
C -6.226 -1.271 -2.486
C -6.691 -0.884 -1.240
C -5.935 -0.032 -0.445
C -4.197 1.282 1.637
C -5.292 1.979 2.124
C -5.694 1.761 3.432
C -4.989 0.871 4.235
C -3.883 0.198 3.735
C -3.475 0.401 2.424
H -3.269 0.400 -2.509
H -4.634 -1.115 -3.921
H -6.819 -1.937 -3.100
H -7.642 -1.250 -0.877
H -6.291 0.253 0.536
H -5.818 2.684 1.494
H -6.547 2.294 3.831
H -5.297 0.714 5.260
H -3.328 -0.478 4.370
H -2.594 -0.080 2.020
C -3.034 4.930 1.637
C -1.619 4.343 1.568
O -1.637 3.210 0.803
C -1.178 4.022 3.012
F -1.231 5.095 3.822
F 0.071 3.542 3.088
F -1.992 3.091 3.542
C -0.698 5.429 0.958
F -0.774 6.599 1.623
F -1.061 5.674 -0.306
F 0.596 5.078 0.944
H -3.692 4.183 2.067
H -3.359 5.151 0.622
H -3.073 5.836 2.239
*
```

Relative energy (zero: lowest compared OMol25 entry of this formula, charge and spin) ... 24.7 kJ/mol
Expectation value of S² ... 8.800
Frontier orbital gap (alpha / beta) ... 7.6 / 6.5 eV
Strongest force on any atom ... 0.651 eV/A
E_HOMO (alpha / beta) ... -7.1658 / -7.7355 eV
Molar mass ... 1123.67 g mol⁻¹
LUMO level (alpha / beta) ... 0.016 / -0.045 Ha

=====

Entry from OMol25: C5H7N in the gas phase in a non-equilibrium geometry (ωB97M-V/def2-TZVPD).

```
! RIJCOSX wB97M-V def2-TZVPD def2/J DEFGRID3
* xyz 0 1
C -0.490 -1.933 -0.200
N -0.423 -0.629 -0.047
C 0.006 -0.090 1.190
C 0.475 1.125 0.968
C 0.307 1.380 -0.457
C -0.363 0.254 -1.026
H -0.436 -2.537 0.684
H 1.401 1.291 -0.902
H -0.724 -2.312 -1.175
H -0.045 -0.688 2.087
H 0.911 1.783 1.703
H -0.068 2.357 -0.773
H -0.551 -0.001 -2.051
*
```

Relative energy (zero: lowest compared OMol25 entry of this formula, charge and spin) ... 326.7 kJ/mol
Frontier orbital gap ... 7.3 eV
Strongest force on any atom ... 4.544 eV/A
E_HOMO ... -6.2063 eV
Molar mass ... 81.12 g mol⁻¹
LUMO level ... 0.039 Ha

=====

- What is the formula in the first record?
  C48H50F6N3O5RuSTe

=====

- What is the formula in the first record?
  C48H50F6N3O5RuSTe

=====

- relative energy (zero: lowest compared OMol25 entry of this formula, charge and spin) of number 2 (C5H7N)?
  326.7 kJ/mol

=====

- Which value of molar mass does entry 2 give?
  81.12 g mol⁻¹